This record from the Open Molecules 2025 dataset describes a single C7H6INO2S molecule. The level of theory is the ωB97M-V functional and the def2-TZVPD basis.

For the electronic energy, the calculation gives -1171.362778 Ha. For the HOMO energy, the calculation gives -8.9 eV. The energy relative to the best compared isomer or geometry (same formula, charge and spin) comes out at 0.0 kJ/mol. The HOMO-LUMO gap comes out at 0.314 Eh.

Positions of all 18 atoms, in Å:
C (0.38, 0.88, 2.00)
C (-0.77, 0.14, 2.08)
C (1.02, 0.99, 0.78)
C (-1.30, -0.52, 0.92)
C (0.49, 0.37, -0.34)
C (-0.55, -0.59, -0.23)
C (1.04, 0.68, -1.68)
N (1.53, 1.81, -2.06)
O (0.09, -2.39, -1.86)
O (-2.17, -2.57, -0.90)
S (-1.33, -1.54, -1.58)
I (1.21, 3.54, -1.08)
H (0.72, 1.62, 2.76)
H (-1.29, 0.29, 3.03)
H (1.91, 1.66, 0.54)
H (-2.19, -1.18, 1.06)
H (1.12, -0.19, -2.31)
H (0.07, -3.00, -1.13)

***

This record from the Open Molecules 2025 dataset describes a single C7H6N2O molecule. The level of theory is the ωB97M-V functional and the def2-TZVPD basis.

The SMILES is O=C1NN=C2C=CC=C[C@@H]12. For the electronic energy, the calculation gives -454.982579 Ha. For the HOMO energy, the calculation gives -8.8 eV. The energy relative to the best compared isomer or geometry (same formula, charge and spin) comes out at 255.6 kJ/mol. The HOMO-LUMO gap comes out at 0.308 Eh.

Positions of all 16 atoms, in Å:
O (-2.90, 1.27, -0.08)
C (-2.08, 0.45, 0.00)
N (-2.20, -1.00, -0.17)
N (-1.00, -1.96, -0.07)
C (-0.09, -1.07, 0.14)
C (1.33, -1.28, 0.12)
C (2.12, -0.18, -0.11)
C (1.56, 1.13, -0.26)
C (0.29, 1.44, 0.01)
C (-0.55, 0.35, 0.49)
H (-2.77, -1.29, -0.89)
H (1.82, -2.17, 0.24)
H (3.13, -0.40, -0.41)
H (2.41, 1.81, -0.44)
H (-0.30, 2.38, -0.21)
H (-0.77, 0.51, 1.65)

***

This record from the Open Molecules 2025 dataset describes a molecular structure, C7H6N2O2. The level of theory is the ωB97M-V functional and the def2-TZVPD basis.

For the electronic energy, the calculation gives -530.261381 Ha. For the HOMO energy, the calculation gives -9.8 eV. The energy relative to the best compared isomer or geometry (same formula, charge and spin) comes out at 287.9 kJ/mol. The HOMO-LUMO gap comes out at 0.345 Eh.

Positions of all 17 atoms, in Å:
C (1.55, -1.30, 0.05)
C (1.43, 1.20, -0.17)
C (0.27, -1.32, 0.39)
C (0.11, 1.12, -0.10)
C (2.31, 0.03, -0.24)
C (-2.69, 0.01, -0.30)
C (-0.72, -0.11, 0.13)
N (-1.51, -0.32, -1.03)
N (-1.99, -0.07, 0.84)
O (3.47, 0.11, -0.53)
O (-3.79, 0.39, -0.52)
H (2.21, -2.18, 0.18)
H (1.92, 2.05, -0.29)
H (-0.29, -2.06, 0.74)
H (-0.44, 2.03, -0.32)
H (-1.33, -0.47, -1.97)
H (-2.28, 0.18, 1.76)

***

This record from the Open Molecules 2025 dataset describes a single C7H6N2S molecule. The level of theory is the ωB97M-V functional and the def2-TZVPD basis.

The SMILES is SC1n2c3ccccc3n21. For the electronic energy, the calculation gives -777.855410 Ha. For the HOMO energy, the calculation gives -9.1 eV. The energy relative to the best compared isomer or geometry (same formula, charge and spin) comes out at 373.5 kJ/mol. The HOMO-LUMO gap comes out at 0.363 Eh.

Positions of all 16 atoms, in Å:
S (1.00, -2.97, 2.64)
C (0.50, -1.59, 1.46)
N (0.30, -1.88, 0.05)
C (-0.48, -0.45, -0.51)
C (-1.32, 0.06, -1.41)
C (-1.27, 1.42, -1.60)
C (-0.34, 2.18, -0.85)
C (0.58, 1.64, -0.04)
C (0.64, 0.24, 0.07)
N (1.33, -0.84, 0.62)
H (2.08, -3.34, 2.15)
H (-0.33, -1.15, 2.06)
H (-1.91, -0.64, -1.94)
H (-1.86, 1.83, -2.40)
H (-0.28, 3.27, -0.85)
H (1.36, 2.24, 0.55)

***

This record from the Open Molecules 2025 dataset describes a molecular structure, C7H6N3. The level of theory is the ωB97M-V functional and the def2-TZVPD basis.

For the electronic energy, the calculation gives -434.124805 Ha. For the HOMO energy (spin up / spin down), the calculation gives -13.4 / -13.4 eV. The energy relative to the best compared isomer or geometry (same formula, charge and spin) comes out at 411.5 kJ/mol. The charge is +1. The HOMO-LUMO gap (spin up / spin down) comes out at 0.225 / 0.225 Eh.

Positions of all 16 atoms, in Å:
C (0.45, -1.75, -2.01)
C (0.09, 1.05, 1.55)
C (1.02, -0.43, 0.21)
C (-0.24, -0.46, -0.40)
C (1.74, -1.94, -1.59)
C (1.95, -1.26, -0.40)
C (-2.18, 1.53, 0.50)
N (1.20, 0.38, 1.30)
N (-0.45, -1.16, -1.43)
N (-0.96, 0.92, 0.75)
H (-0.13, 1.73, 2.35)
H (2.42, -2.45, -2.15)
H (3.05, -1.32, -0.06)
H (-2.36, 2.05, -0.42)
H (-3.17, 0.92, 0.57)
H (-2.41, 2.18, 1.24)

***

This record from the Open Molecules 2025 dataset describes a gas-phase ion, C7H6N3OS (charge +1). The level of theory is the ωB97M-V functional and the def2-TZVPD basis.

For the electronic energy, the calculation gives -907.473305 Ha. For the HOMO energy (spin up / spin down), the calculation gives -12.6 / -12.4 eV. The energy relative to the best compared isomer or geometry (same formula, charge and spin) comes out at 478.7 kJ/mol. The charge is +1. The HOMO-LUMO gap (spin up / spin down) comes out at 0.227 / 0.220 Eh.

Positions of all 18 atoms, in Å:
C (2.43, -1.09, -0.27)
C (2.93, 0.19, -0.51)
C (1.13, -1.24, 0.13)
C (2.16, 1.34, -0.39)
C (0.24, -0.09, 0.04)
C (0.77, 1.24, -0.19)
C (-3.06, -1.08, 0.36)
N (-1.03, 2.82, 0.21)
N (-1.89, -0.85, 0.75)
N (-1.03, -0.01, 0.35)
O (0.07, 2.36, 0.08)
S (-4.01, 0.00, -0.64)
H (3.04, -1.90, -0.25)
H (3.93, 0.19, -0.65)
H (0.59, -2.07, 0.47)
H (2.54, 2.27, -0.53)
H (-3.63, -1.97, 0.90)
H (-5.16, -0.11, 0.12)

***

This record from the Open Molecules 2025 dataset describes a single C7H6N4O2 molecule. The level of theory is the ωB97M-V functional and the def2-TZVPD basis.

The SMILES is O=C(Nn1cnnc1)c1ccoc1. For the electronic energy, the calculation gives -639.721237 Ha. For the HOMO energy, the calculation gives -9.8 eV. The energy relative to the best compared isomer or geometry (same formula, charge and spin) comes out at 208.2 kJ/mol. The HOMO-LUMO gap comes out at 0.345 Eh.

Positions of all 19 atoms, in Å:
O (0.92, 2.58, 0.46)
C (0.48, 1.42, 0.02)
N (-0.92, 1.44, -0.56)
N (-1.76, 0.48, -0.18)
C (-1.97, -0.07, 1.08)
N (-2.82, -1.08, 0.99)
N (-3.21, -1.12, -0.35)
C (-2.57, -0.25, -1.02)
C (1.21, 0.15, 0.09)
C (2.66, 0.21, -0.12)
C (3.03, -1.09, -0.12)
O (2.00, -1.97, -0.07)
C (0.85, -1.17, 0.19)
H (-1.28, 2.28, -0.25)
H (-1.34, 0.36, 2.00)
H (-2.77, 0.00, -2.10)
H (3.40, 1.00, -0.29)
H (4.11, -1.50, 0.01)
H (-0.02, -1.67, 0.21)

***

This record from the Open Molecules 2025 dataset describes a single C7H6N4O4 molecule. The level of theory is the ωB97M-V functional and the def2-TZVPD basis.

The SMILES is N#CCC(=O)NNc1ccc([N+](=O)[O-])o1. For the electronic energy, the calculation gives -790.153030 Ha. For the HOMO energy, the calculation gives -8.7 eV. The energy relative to the best compared isomer or geometry (same formula, charge and spin) comes out at 0.0 kJ/mol. The HOMO-LUMO gap comes out at 0.293 Eh.

Positions of all 21 atoms, in Å:
N (-3.53, -1.06, -1.80)
C (-2.76, -1.96, -1.72)
C (-1.79, -3.04, -1.66)
C (-0.44, -2.53, -1.11)
O (0.55, -3.28, -1.20)
N (-0.29, -1.31, -0.42)
N (0.96, -0.83, 0.09)
C (1.16, 0.45, 0.53)
C (2.31, 1.14, 0.79)
C (1.89, 2.47, 1.27)
C (0.53, 2.46, 1.23)
N (-0.27, 3.53, 1.63)
O (-1.48, 3.30, 1.62)
O (0.28, 4.61, 1.96)
O (0.06, 1.24, 0.83)
H (-1.65, -3.42, -2.66)
H (-2.13, -3.84, -0.98)
H (-1.10, -0.69, -0.47)
H (1.81, -1.34, -0.15)
H (3.35, 0.84, 0.61)
H (2.52, 3.27, 1.62)

***

This record from the Open Molecules 2025 dataset describes a molecular structure, C7H6NO4S. The level of theory is the ωB97M-V functional and the def2-TZVPD basis.

For the electronic energy, the calculation gives -1024.129231 Ha. For the HOMO energy, the calculation gives -4.5 eV. The energy relative to the best compared isomer or geometry (same formula, charge and spin) comes out at 298.5 kJ/mol. The charge is -1. The HOMO-LUMO gap comes out at 0.285 Eh.

Positions of all 19 atoms, in Å:
C (2.56, -0.41, 0.61)
C (1.56, -0.13, 1.52)
C (2.39, -0.04, -0.78)
C (0.34, 0.39, 1.03)
C (1.18, 0.50, -1.22)
C (0.14, 0.66, -0.28)
C (-1.06, 1.15, -0.74)
N (-2.23, -2.15, -0.08)
O (-3.72, 0.70, -0.50)
O (-2.72, -3.33, 0.05)
O (-2.28, -1.40, 0.94)
O (-1.69, 2.24, -0.15)
S (-2.50, 0.71, 0.26)
H (3.60, -0.83, 0.80)
H (1.60, -0.62, 2.44)
H (3.19, -0.14, -1.48)
H (-0.46, 0.80, 1.68)
H (1.11, 0.78, -2.22)
H (-1.00, 1.12, -1.87)

***

This record from the Open Molecules 2025 dataset describes a molecular structure, C7H6O. The level of theory is the ωB97M-V functional and the def2-TZVPD basis.

For the electronic energy, the calculation gives -345.388364 Ha. For the HOMO energy, the calculation gives -9.5 eV. The energy relative to the best compared isomer or geometry (same formula, charge and spin) comes out at 359.3 kJ/mol. The HOMO-LUMO gap comes out at 0.389 Eh.

Positions of all 14 atoms, in Å:
C (1.26, -2.02, -1.35)
C (1.23, -1.17, -0.47)
C (0.79, -0.16, 0.51)
C (0.35, 1.34, 0.12)
C (-0.63, -0.13, 1.14)
C (-1.54, 0.20, -0.02)
C (-0.91, 1.07, -0.74)
H (1.53, -2.85, -2.00)
H (1.54, -0.09, 1.30)
H (1.04, 2.13, -0.03)
H (-0.95, -0.80, 1.96)
H (-2.50, -0.19, -0.18)
H (-1.00, 1.42, -1.73)
O (-0.23, 1.27, 1.49)

***

This record from the Open Molecules 2025 dataset describes a single C7H6O2 molecule. The level of theory is the ωB97M-V functional and the def2-TZVPD basis.

The SMILES is C=C[C@]12O[C@H]1C=CC2=O. For the electronic energy, the calculation gives -420.714418 Ha. For the HOMO energy, the calculation gives -9.6 eV. The energy relative to the best compared isomer or geometry (same formula, charge and spin) comes out at 195.1 kJ/mol. The HOMO-LUMO gap comes out at 0.346 Eh.

Positions of all 15 atoms, in Å:
C (2.62, 0.10, 0.10)
C (1.51, 0.61, -0.33)
C (0.21, 0.09, 0.11)
O (0.12, -0.96, 1.11)
C (-0.47, -1.18, -0.21)
C (-2.00, -0.88, -0.19)
C (-2.19, 0.45, 0.08)
C (-0.89, 1.11, 0.21)
O (-0.72, 2.28, 0.37)
H (2.54, -0.90, 0.65)
H (3.65, 0.43, -0.07)
H (1.54, 1.50, -0.92)
H (-0.04, -1.94, -0.80)
H (-2.72, -1.69, -0.33)
H (-3.15, 0.99, 0.25)

***

This record from the Open Molecules 2025 dataset describes a molecular structure, C7H6O5Sc. The level of theory is the ωB97M-V functional and the def2-TZVPD basis.

For the electronic energy, the calculation gives -1406.024127 Ha. For the HOMO energy, the calculation gives -24.2 eV. The energy relative to the best compared isomer or geometry (same formula, charge and spin) comes out at 76.7 kJ/mol. The charge is +3. The HOMO-LUMO gap comes out at 0.309 Eh.

Positions of all 19 atoms, in Å:
O (0.03, -3.18, -1.80)
C (0.02, -2.03, -1.79)
Sc (0.01, 0.00, -1.50)
O (-2.75, -0.03, -3.37)
C (-1.76, -0.02, -2.81)
C (1.76, 0.02, -2.81)
O (2.75, 0.03, -3.37)
C (-0.02, 2.03, -1.79)
O (-0.03, 3.18, -1.80)
C (1.10, -0.71, 2.25)
C (0.00, 0.00, 1.60)
C (-1.10, 0.71, 2.25)
O (0.00, 0.00, 0.36)
H (0.93, -0.60, 3.32)
H (2.07, -0.27, 1.98)
H (1.10, -1.77, 1.98)
H (-1.10, 1.77, 1.99)
H (-2.06, 0.27, 1.98)
H (-0.94, 0.60, 3.33)

***

This record from the Open Molecules 2025 dataset describes a gas-phase ion, C7H6O6S (charge -2). The level of theory is the ωB97M-V functional and the def2-TZVPD basis.

For the electronic energy, the calculation gives -1119.852537 Ha. For the HOMO energy (spin up / spin down), the calculation gives -1.2 / -1.2 eV. The energy relative to the best compared isomer or geometry (same formula, charge and spin) comes out at 400.7 kJ/mol. The charge is -2. The HOMO-LUMO gap (spin up / spin down) comes out at 0.267 / 0.267 Eh.

Positions of all 20 atoms, in Å:
C (1.23, 1.70, 0.95)
C (0.02, 1.52, 1.74)
C (1.48, 1.11, -0.26)
C (-0.87, 0.64, 1.67)
C (0.22, -1.85, 0.45)
C (0.57, 0.26, -1.09)
C (-0.36, -0.63, -0.28)
O (1.40, -2.05, 0.21)
O (-2.46, 0.53, -1.42)
O (-0.53, -2.51, 1.20)
O (-1.60, -1.52, -2.36)
O (-2.89, -1.59, -0.32)
O (1.41, -0.59, -1.87)
S (-1.98, -0.84, -1.15)
H (1.91, 2.28, 1.46)
H (0.06, 2.34, 2.49)
H (2.48, 1.38, -0.75)
H (-1.73, 0.26, 2.35)
H (-0.11, 0.84, -1.81)
H (1.72, -1.26, -1.21)

***

This record from the Open Molecules 2025 dataset describes a molecular structure, C7H7AsBF2O3PtS5. The level of theory is the ωB97M-V functional and the def2-TZVPD basis.

For the electronic energy, the calculation gives -5067.605337 Ha. For the HOMO energy, the calculation gives -5.1 eV. The energy relative to the best compared isomer or geometry (same formula, charge and spin) comes out at 0.6 kJ/mol. The charge is -1. The HOMO-LUMO gap comes out at 0.270 Eh.

Positions of all 27 atoms, in Å:
Pt (-2.47, 0.32, -1.34)
S (-6.87, 0.18, -2.26)
As (-5.75, -0.10, -0.55)
S (-3.87, -1.47, -1.42)
S (-4.12, 1.39, -0.26)
S (-6.52, -0.87, 1.19)
C (4.00, -0.18, 2.37)
C (3.03, 0.08, 1.25)
C (1.80, -0.57, 1.21)
C (0.90, -0.32, 0.19)
C (1.23, 0.59, -0.80)
C (2.46, 1.24, -0.79)
C (3.35, 0.98, 0.24)
S (0.08, 0.96, -2.09)
O (-0.97, 1.84, -1.47)
O (-0.64, -0.31, -2.38)
O (0.80, 1.56, -3.17)
H (3.66, -1.00, 3.01)
H (4.12, 0.70, 3.00)
H (4.99, -0.45, 1.98)
H (1.54, -1.28, 1.98)
H (-0.05, -0.84, 0.15)
H (2.70, 1.94, -1.58)
H (4.31, 1.49, 0.26)
F (-3.14, -1.52, 1.30)
B (-2.82, -1.82, 0.05)
F (-1.73, -2.58, -0.11)